Version a
Below is one molecule with the formula C4H7Cl, with properties calculated with the ωB97M-V functional and the def2-TZVPD basis.

Output
Gap between HOMO and LUMO, eV: 8.48

Structure (ORCA input):
```
! wB97M-V def2-TZVPD RIJCOSX def2/J DEFGRID3
* xyz 0 1
Cl -2.568 -0.131 0.126
C 0.024 -1.015 0.816
C 0.213 -1.464 -0.613
C -0.832 0.123 0.282
C -0.371 1.472 -0.097
H 0.923 -0.570 1.303
H 0.754 1.734 0.186
H -0.935 2.382 0.361
H -0.527 1.638 -1.136
H -0.626 -2.077 -1.012
H -0.442 -1.801 1.468
H 0.850 -0.903 -1.244
*
```

Version b
Below is one molecule with the formula C4H7Cl, with properties calculated with the ωB97M-V functional and the def2-TZVPD basis.

Output
Gap between HOMO and LUMO, eV: 10.60
SMILES: C=C(C)CCl

Structure (ORCA input):
```
! wB97M-V def2-TZVPD RIJCOSX def2/J DEFGRID3
* xyz 0 1
Cl 2.512 -0.370 0.045
C 1.081 0.562 0.756
C -0.162 0.050 0.055
C -0.439 -1.392 -0.417
C -0.929 1.048 -0.371
H -0.673 2.157 -0.188
H -1.922 0.864 -0.766
H -0.904 -1.383 -1.419
H -1.210 -1.657 0.307
H 0.465 -1.949 -0.330
H 1.251 1.711 0.556
H 0.931 0.359 1.772
*
```

Version c
Below is one molecule with the formula C4H7Cl, with properties calculated with the ωB97M-V functional and the def2-TZVPD basis.

Output
Gap between HOMO and LUMO, eV: 10.08
SMILES: C/C=C\CCl

Structure (ORCA input):
```
! wB97M-V def2-TZVPD RIJCOSX def2/J DEFGRID3
* xyz 0 1
Cl 2.555 -0.022 -0.573
C -0.856 0.785 -0.417
C 0.394 0.902 0.128
C -1.387 -0.626 -0.298
C 1.417 -0.070 0.701
H -1.431 1.632 -0.983
H 2.033 0.097 1.599
H 0.681 1.806 0.403
H -0.831 -1.626 -0.066
H 1.209 -1.279 0.577
H -1.546 -0.750 -1.473
H -2.238 -0.848 0.403
*
```

Energy ordering: version b at the bottom, the next structure 39.4 kcal/mol above.

Version a
Below is a 2-piece molecular cluster, C3H8NO3 overall, with properties calculated with the ωB97M-V functional and the def2-TZVPD basis.

Output
Gap between HOMO and LUMO, eV: 6.65

Structure (ORCA input):
```
! wB97M-V def2-TZVPD RIJCOSX def2/J DEFGRID3
* xyz -1 1
O -2.052 1.052 -2.163
O 0.757 -2.105 1.811
O 2.831 0.879 0.992
N -0.067 -0.350 0.648
C -0.329 0.273 -0.665
C -1.928 0.393 -1.045
C 0.456 -1.590 0.739
H -2.250 -0.681 -0.883
H 2.402 1.385 0.311
H -0.158 1.343 -0.553
H -2.397 1.051 -0.226
H 0.176 -0.200 -1.503
H 0.664 -1.976 -0.263
H 2.097 0.328 1.322
H -0.202 0.199 1.479
*
```

Version b
Below is a 2-piece molecular cluster, C3H8NO3 overall, with properties calculated with the ωB97M-V functional and the def2-TZVPD basis.

Output
Gap between HOMO and LUMO, eV: 8.20

Structure (ORCA input):
```
! wB97M-V def2-TZVPD RIJCOSX def2/J DEFGRID3
* xyz -1 1
O 0.243 2.353 0.892
O -2.803 -0.037 -0.293
O -0.348 2.536 -1.300
N 0.073 0.480 -0.426
C 1.129 -1.687 0.160
C 0.800 -0.239 0.630
C 0.041 1.953 -0.266
H -1.863 -0.267 -0.149
H 0.162 -2.143 -0.094
H 1.796 -1.663 -0.688
H 1.449 -2.268 1.025
H 0.215 0.087 -1.340
H 0.196 -0.260 1.537
H -2.824 0.892 -0.546
H 1.734 0.265 0.858
*
```

Version c
Below is a 2-piece molecular cluster, C3H8NO3 overall, with properties calculated with the ωB97M-V functional and the def2-TZVPD basis.

Output
Gap between HOMO and LUMO, eV: 8.22

Structure (ORCA input):
```
! wB97M-V def2-TZVPD RIJCOSX def2/J DEFGRID3
* xyz -1 1
O 1.616 -1.153 -0.966
O 0.494 -0.286 0.862
O 2.147 1.604 1.951
N -1.979 1.215 -0.734
C 0.615 -0.758 -0.297
C -2.023 -0.114 -0.290
C -0.936 -1.072 -0.810
H 2.706 0.854 2.021
H -1.994 -0.165 0.810
H -2.086 1.221 -1.682
H -1.203 -2.127 -0.513
H 1.580 1.488 1.123
H -0.894 -0.943 -1.861
H -2.982 -0.444 -0.705
H -1.283 1.946 -0.455
*
```

Version d
Below is a 2-piece molecular cluster, C3H8NO3 overall, with properties calculated with the ωB97M-V functional and the def2-TZVPD basis.

Output
Gap between HOMO and LUMO, eV: 8.11

Structure (ORCA input):
```
! wB97M-V def2-TZVPD RIJCOSX def2/J DEFGRID3
* xyz -1 1
O -2.642 1.433 -0.112
O 1.927 -2.496 0.273
O -1.175 1.678 -1.797
N 0.389 -0.362 -0.991
C -1.566 1.206 -0.709
C 0.119 0.790 1.177
C -0.575 0.175 -0.026
H -0.097 -0.432 -1.878
H 1.800 -1.748 -0.362
H 1.053 -2.833 0.451
H 0.204 1.883 1.254
H -0.410 0.529 2.102
H 1.129 0.326 -1.111
H 1.128 0.437 1.402
H -1.284 -0.586 0.326
*
```

Energy ordering: version b at the bottom, the next structure 6.0 kcal/mol above.

Version a
Below is a 2-piece molecular cluster, C3H8NO3 overall, with properties calculated with the ωB97M-V functional and the def2-TZVPD basis.

Output
Gap between HOMO and LUMO, eV: 4.32

Structure (ORCA input):
```
! wB97M-V def2-TZVPD RIJCOSX def2/J DEFGRID3
* xyz -1 1
O 2.480 1.312 -0.044
O -2.643 -1.474 -0.103
O 2.604 -0.593 -1.434
N -1.385 0.441 1.344
C 0.673 -0.303 0.089
C -0.235 0.723 0.502
C 2.002 0.421 -0.912
H -3.023 -1.963 -0.833
H 1.273 -0.879 0.911
H 0.408 1.512 0.930
H 1.533 0.984 -1.768
H -0.586 1.163 -0.545
H -2.130 -0.038 0.745
H 0.215 -0.962 -0.749
H -1.186 -0.346 1.867
*
```

Version b
Below is a 2-piece molecular cluster, C3H8NO3 overall, with properties calculated with the ωB97M-V functional and the def2-TZVPD basis.

Output
Gap between HOMO and LUMO, eV: 7.38

Structure (ORCA input):
```
! wB97M-V def2-TZVPD RIJCOSX def2/J DEFGRID3
* xyz -1 1
O -1.867 0.701 0.209
O 3.334 -1.146 -0.570
O -3.002 -1.711 0.146
N 1.791 0.399 -0.071
C 0.507 1.092 -0.219
C -0.625 0.438 0.650
C 2.229 -0.652 -0.770
H -0.541 0.793 1.729
H 0.324 1.208 -1.280
H -3.899 -1.337 0.176
H 1.543 -1.031 -1.580
H -2.460 -0.861 0.161
H -0.333 -0.657 0.555
H 0.606 2.120 0.168
H 2.393 0.644 0.697
*
```

Energy ordering: version b at the bottom, the next structure 127.7 kcal/mol above.

Version a
Below is a 2-piece molecular cluster, C7H7NO3 overall, with properties calculated with the ωB97M-V functional and the def2-TZVPD basis.

Output
Gap between HOMO and LUMO, eV: 9.14
SMILES: O=C=C1OC1=O.CC(C)C#N

Structure (ORCA input):
```
! wB97M-V def2-TZVPD RIJCOSX def2/J DEFGRID3
* xyz 0 1
O 3.257 -1.722 0.224
O 4.644 0.062 0.733
O 2.706 2.893 1.243
N 0.562 0.875 0.599
C 3.592 -0.627 0.368
C -1.774 -1.470 0.138
C 2.929 1.835 1.027
C -0.117 0.313 -0.118
C 3.248 0.682 0.600
C -1.333 -0.245 -0.746
C -2.504 0.696 -0.825
H -2.389 -0.974 0.912
H -2.322 -2.309 -0.526
H -2.207 1.522 -1.381
H -3.379 0.140 -1.288
H -1.069 -0.759 -1.748
H -2.962 0.901 0.087
H -0.881 -1.814 0.702
*
```

Version b
Below is a 2-piece molecular cluster, C7H7NO3 overall, with properties calculated with the ωB97M-V functional and the def2-TZVPD basis.

Output
Gap between HOMO and LUMO (spin up / spin down), eV: 7.33 / 7.61

Structure (ORCA input):
```
! wB97M-V def2-TZVPD RIJCOSX def2/J DEFGRID3
* xyz 0 1
O -1.745 -2.273 -0.856
O -1.208 -2.111 1.334
O 2.220 0.582 1.028
N -1.571 -1.648 0.217
C 3.476 0.588 0.682
C -1.943 0.891 -0.100
C 1.601 -0.208 0.210
C 3.663 -0.135 -0.437
C 2.435 -0.799 -0.672
C -1.497 -0.316 0.085
C -3.509 1.020 0.025
H 4.024 1.350 1.137
H -3.659 2.083 0.024
H -3.750 0.428 0.878
H 2.048 -1.223 -1.534
H 4.631 -0.497 -0.999
H -1.318 1.773 -0.195
H -3.898 0.497 -0.827
*
```

Energy ordering: version a at the bottom, the next structure 135.1 kcal/mol above.

Version a
Below is one molecule with the formula C6H8N4O, with properties calculated with the ωB97M-V functional and the def2-TZVPD basis.

Output
Gap between HOMO and LUMO, eV: 9.40
SMILES: CN(C)Cc1nonc1C#N

Structure (ORCA input):
```
! wB97M-V def2-TZVPD RIJCOSX def2/J DEFGRID3
* xyz 0 1
O 0.363 2.907 0.146
N 1.011 1.890 0.742
N -2.032 -0.556 -1.947
N -0.659 2.327 -0.653
N 0.398 -1.653 0.234
C -0.492 1.031 -0.532
C 1.278 -2.847 0.280
C 1.127 -0.593 0.838
C 0.556 0.783 0.296
C -0.828 -1.954 0.964
C -1.285 0.139 -1.311
H -0.724 -2.139 2.118
H 1.006 -0.481 2.015
H 2.241 -2.647 -0.297
H 1.823 -3.153 1.220
H 1.979 -0.737 0.642
H 0.729 -3.632 -0.080
H -1.634 -2.763 0.277
H -1.492 -1.109 1.090
*
```

Version b
Below is one molecule with the formula C6H8N4O, with properties calculated with the ωB97M-V functional and the def2-TZVPD basis.

Output
Gap between HOMO and LUMO, eV: 10.17
SMILES: N#CCCN(CCC#N)N=O

Structure (ORCA input):
```
! wB97M-V def2-TZVPD RIJCOSX def2/J DEFGRID3
* xyz 0 1
O -1.938 1.887 -0.470
N 3.052 -1.943 -0.833
N -0.118 0.861 -0.112
N -0.735 2.015 -0.320
N -3.887 -1.798 -0.407
C 2.704 -1.110 -0.068
C -0.732 -0.428 -0.474
C 2.162 0.124 0.578
C 1.303 1.075 -0.202
C -2.968 -1.338 0.090
C -1.845 -0.717 0.567
H 0.043 -1.183 -0.516
H 1.556 2.093 0.027
H 3.079 0.714 0.953
H 1.791 -0.131 1.639
H -1.232 -0.333 -1.521
H -1.535 -1.144 1.517
H 1.494 1.065 -1.339
H -2.195 0.289 0.891
*
```

Energy ordering: version b at the bottom, the next structure 55.6 kcal/mol above.

Version a
Below is an isolated ion of composition C4H5N2O and charge +1, with properties calculated with the ωB97M-V functional and the def2-TZVPD basis.

Output
Gap between HOMO and LUMO (spin up / spin down), eV: 7.39 / 7.39

Structure (ORCA input):
```
! wB97M-V def2-TZVPD RIJCOSX def2/J DEFGRID3
* xyz 1 1
O 0.871 -0.579 -2.892
N -0.194 1.481 0.084
N 0.827 -1.170 -0.611
C -0.733 0.190 0.677
C 0.751 -0.739 -1.766
C 0.284 -0.923 0.688
C 0.646 1.779 -0.756
H 1.064 -0.748 1.427
H -0.801 2.136 0.582
H -0.095 -1.941 0.870
H -1.587 0.208 0.009
H -1.032 0.306 1.688
*
```

Version b
Below is C4H5N2O as an isolated structure, with properties calculated with the ωB97M-V functional and the def2-TZVPD basis.

Output
Gap between HOMO and LUMO, eV: 7.69

Structure (ORCA input):
```
! wB97M-V def2-TZVPD RIJCOSX def2/J DEFGRID3
* xyz 1 1
O -1.980 1.463 -0.177
N -1.109 0.115 -1.765
N -1.216 0.692 -0.626
C -0.205 -0.871 -1.757
C 0.432 0.469 1.608
C 0.368 0.065 0.251
C 0.740 -0.875 -0.652
H 1.202 -0.049 2.219
H 1.053 1.462 1.838
H -0.193 -1.572 -2.470
H 1.553 -1.549 -0.429
H -0.647 0.651 1.959
*
```

Energy ordering: version a at the bottom, the next structure 33.7 kcal/mol above.